This record from the Open Molecules 2025 dataset describes C23H28BF2N4O3PPd as an isolated structure. The level of theory is ωB97M-V/def2-TZVPD.

Geometry (Å):
Pd (0.2648, 0.2762, 0.1714)
C (-1.7781, 4.8948, 3.0220)
C (-1.2256, 5.0791, 1.7618)
C (-1.1975, 4.0376, 0.8446)
C (-1.7201, 2.7891, 1.1817)
C (-2.2529, 2.5996, 2.4556)
C (-2.2924, 3.6489, 3.3612)
N (-1.6273, 1.6971, 0.3124)
C (-2.1599, 1.6608, -0.8638)
C (-3.1062, 2.6435, -1.3687)
C (-3.7908, 2.4216, -2.5055)
C (-3.6014, 1.2281, -3.2956)
C (-2.6896, 0.3126, -2.9200)
C (-1.8828, 0.5169, -1.7440)
N (-0.8969, -0.3060, -1.4167)
N (-0.8305, -1.4479, -2.0498)
C (0.2464, -2.2417, -1.8814)
C (0.0695, -3.5949, -2.2539)
C (1.0803, -4.4999, -2.1007)
C (2.3121, -4.0755, -1.5812)
C (2.4558, -2.7575, -1.2647)
N (1.4614, -1.8521, -1.4138)
H (-1.8012, 5.7097, 3.7335)
H (-0.8106, 6.0414, 1.4883)
H (-0.7529, 4.1739, -0.1341)
H (-2.6353, 1.6198, 2.7159)
H (-2.7225, 3.4910, 4.3427)
H (-3.2789, 3.5293, -0.7734)
H (-4.5170, 3.1523, -2.8420)
H (-4.1912, 1.0917, -4.1916)
H (-2.5067, -0.5809, -3.4987)
H (-0.9003, -3.8717, -2.6408)
H (0.9292, -5.5366, -2.3742)
H (3.1403, -4.7552, -1.4448)
H (3.3819, -2.3582, -0.8820)
F (3.0314, -0.2869, -0.4746)
B (1.7805, -0.3323, -1.0709)
F (1.7237, 0.4126, -2.2328)
C (0.5320, 2.2922, 5.3084)
C (0.3927, 0.7856, 5.2848)
O (1.3156, 0.1765, 4.3669)
P (0.7704, -0.1595, 2.8625)
O (1.8192, -1.3474, 2.5133)
C (1.4787, -2.6649, 2.9638)
C (2.3783, -3.0772, 4.1079)
O (1.4544, 1.0153, 1.9436)
C (2.8766, 1.3469, 1.9537)
C (3.1329, 2.4944, 2.9033)
H (-0.1833, 2.7081, 6.0212)
H (0.3264, 2.7207, 4.3260)
H (1.5357, 2.5867, 5.6165)
H (-0.6306, 0.5030, 5.0167)
H (0.6136, 0.3596, 6.2630)
H (1.5937, -3.3301, 2.1069)
H (0.4267, -2.6988, 3.2687)
H (3.4228, -3.0429, 3.7965)
H (2.1414, -4.0932, 4.4291)
H (2.2485, -2.3987, 4.9516)
H (3.1161, 1.6152, 0.9310)
H (3.4432, 0.4574, 2.2190)
H (2.4776, 3.3360, 2.6746)
H (4.1682, 2.8224, 2.7890)
H (2.9758, 2.1929, 3.9370)

Atomic forces in eV per Å
Pd -0.0018 0.4423 -0.2711
C -0.0094 -0.0676 -0.0216
C 0.0079 -0.0164 -0.0342
C 0.0300 0.0601 0.0273
C -0.0540 0.1235 -0.0551
C -0.0327 -0.0221 0.0672
C 0.0024 0.0116 -0.0193
N 0.3323 -0.3284 0.2067
C -0.1553 0.0451 -0.1966
C 0.0322 -0.0208 0.0563
C -0.0407 -0.0425 -0.1125
C -0.0224 0.1383 0.1188
C 0.0893 -0.0596 0.0280
C -0.1746 0.1301 -0.0617
N 0.2325 -0.1385 0.3025
N -0.1656 0.0107 -0.1950
C 0.1256 -0.0433 0.0676
C 0.0269 -0.0829 -0.0211
C -0.0826 0.0386 -0.0202
C 0.0420 -0.0325 0.0050
C 0.0577 -0.0771 0.0161
N -0.1043 0.0477 -0.0284
H -0.0023 -0.0034 0.0015
H -0.0027 -0.0079 -0.0028
H -0.0006 0.0071 0.0047
H 0.0033 0.0162 0.0046
H 0.0002 -0.0049 -0.0020
H -0.0328 -0.0022 -0.0282
H 0.0072 0.0031 0.0229
H 0.0198 -0.0228 -0.0091
H 0.0013 0.0320 0.0016
H 0.0093 0.0150 0.0037
H -0.0107 0.0175 0.0020
H -0.0120 0.0105 -0.0029
H -0.0126 0.0330 0.0065
F -0.0536 0.1188 -0.0032
B -0.0719 -0.1947 0.1437
F 0.0516 0.0190 0.0203
C -0.0224 -0.0068 0.0252
C 0.0022 0.0610 -0.0137
O -0.0035 0.0410 0.0527
P -0.0545 -0.0671 0.0886
O 0.0105 -0.0009 -0.0220
C 0.0236 -0.0468 0.0264
C 0.0096 0.0338 0.0132
O -0.0033 -0.1891 -0.1581
C -0.0257 0.1252 0.1107
C 0.0353 -0.0274 -0.0170
H 0.0160 0.0309 -0.0226
H -0.0101 -0.0048 0.0234
H -0.0306 -0.0047 0.0120
H 0.0069 -0.0135 -0.0190
H 0.0049 -0.0295 0.0079
H 0.0100 0.0048 -0.0165
H -0.0094 0.0136 -0.0214
H -0.0121 -0.0130 0.0147
H 0.0067 0.0115 -0.0062
H 0.0177 -0.0310 -0.0073
H -0.0110 -0.0196 -0.0377
H -0.0041 -0.0405 -0.0197
H 0.0074 -0.0016 -0.0014
H -0.0173 0.0074 0.0116
H 0.0246 0.0143 -0.0460

The HOMO energy (alpha / beta) is -7.0 / -7.0 eV. The value obtained for the energy relative to the best compared isomer or geometry (same formula, charge and spin) is 82.4 kJ/mol. For the maximum force, the calculation gives 0.519 eV Å⁻¹.